[1]
Below is the ion HO2S2 with charge -1, with properties calculated with ωB97M-V/def2-TZVPD.

Computed properties:
- frontier orbital gap (eV) = 8.1181
- relative energy (zero: lowest compared OMol25 entry of this formula, charge and spin) (kcal per mole) = 22.76
- LUMO energy (eV) = 3.74

Structure (ORCA input):
```
! wB97M-V def2-TZVPD RIJCOSX def2/J DEFGRID3
* xyz -1 1
O 0.623 -1.223 -0.736
S 0.103 -0.048 -0.080
O 1.216 0.730 0.991
S -1.187 1.016 -1.062
H -0.754 -0.475 0.887
*
```

---

[2]
Below is the ion HO3P2S2 with charge -1, with properties calculated with ωB97M-V/def2-TZVPD.

Computed properties:
- frontier orbital gap (eV) = 7.0948
- relative energy (zero: lowest compared OMol25 entry of this formula, charge and spin) (kcal per mole) = 94.65
- LUMO energy (eV) = 3.32

Structure (ORCA input):
```
! wB97M-V def2-TZVPD RIJCOSX def2/J DEFGRID3
* xyz -1 1
O -1.110 1.308 -3.143
P -0.433 0.818 -1.975
S 1.439 1.984 -1.691
P -0.264 2.595 -0.665
O 0.237 2.454 0.902
S 0.810 0.922 1.547
O -0.393 -0.116 1.178
H -0.780 0.232 0.347
*
```

---

[3]
Below is the ion HO3S3 with charge -1, with properties calculated with ωB97M-V/def2-TZVPD.

Computed properties:
- frontier orbital gap (eV) = 7.6286
- relative energy (zero: lowest compared OMol25 entry of this formula, charge and spin) (kcal per mole) = 27.09
- LUMO energy (eV) = 2.57

Structure (ORCA input):
```
! wB97M-V def2-TZVPD RIJCOSX def2/J DEFGRID3
* xyz -1 1
O 0.454 0.829 1.130
S 0.836 0.043 -0.057
O 0.652 0.553 -1.393
O 2.155 -0.487 0.181
S -0.413 -1.767 0.171
S -2.159 -0.122 -0.382
H -1.525 0.950 0.350
*
```

---

[4]
Below is a cluster of 2 separate species, HO7PS2 in total, with properties calculated with ωB97M-V/def2-TZVPD.

Computed properties:
- frontier orbital gap (eV) = 6.3717
- relative energy (zero: lowest compared OMol25 entry of this formula, charge and spin) (kcal per mole) = 6.28
- LUMO energy (eV) = 5.56

Structure (ORCA input):
```
! wB97M-V def2-TZVPD RIJCOSX def2/J DEFGRID3
* xyz -2 1
O 0.512 2.905 2.932
O -0.819 -3.280 -3.683
O 0.814 2.694 0.492
O 2.356 1.640 2.085
O -1.726 2.047 0.143
O -0.373 -4.620 -1.653
O 0.057 0.845 1.659
P -0.431 1.400 -0.036
S 0.997 2.050 1.889
S -1.097 -3.446 -2.227
H -0.292 -2.234 -1.600
*
```

---

[5]
Below is an isolated molecule of HP3, with properties calculated with ωB97M-V/def2-TZVPD.

Computed properties:
- frontier orbital gap (eV) = 7.3214
- relative energy (zero: lowest compared OMol25 entry of this formula, charge and spin) (kcal per mole) = 9.00
- LUMO energy (eV) = -1.02

Structure (ORCA input):
```
! wB97M-V def2-TZVPD RIJCOSX def2/J DEFGRID3
* xyz 0 1
P -2.858 -1.523 0.047
P -2.641 0.125 1.117
P -0.739 -0.902 0.828
H -0.033 0.136 0.350
*
```

---

[6]
Below is a structure of composition Hg6O20P5, with properties calculated with ωB97M-V/def2-TZVPD.

Computed properties:
- frontier orbital gap (eV) = 3.6055
- relative energy (zero: lowest compared OMol25 entry of this formula, charge and spin) (kcal per mole) = 0.00
- LUMO energy (eV) = 2.75

Structure (ORCA input):
```
! wB97M-V def2-TZVPD RIJCOSX def2/J DEFGRID3
* xyz -3 1
Hg -1.220 0.037 2.538
Hg -1.170 -3.160 -1.367
Hg 1.144 2.353 0.007
Hg -1.143 1.613 -3.446
Hg -3.763 0.693 0.517
Hg 1.843 -1.385 0.787
P -3.786 1.371 3.244
O -2.722 1.913 4.189
O -3.309 0.003 2.588
O -3.922 2.277 1.943
O -5.127 1.204 3.915
P -0.167 -3.471 1.598
O 0.933 -3.798 0.584
O -1.510 -3.639 0.664
O 0.204 -2.113 2.323
O -0.540 -4.380 2.753
P -0.524 0.051 -0.271
O -0.146 1.010 -1.423
O -1.949 0.043 0.327
O 0.324 0.387 1.007
O -0.157 -1.356 -0.748
P 3.482 0.748 1.091
O 2.580 2.048 1.509
O 4.886 1.269 0.940
O 2.915 0.449 -0.338
O 3.376 -0.526 2.016
P 1.857 1.286 -5.376
O 1.066 1.634 -4.116
O 1.446 -0.080 -5.939
O 3.362 1.106 -5.125
O 1.739 2.416 -6.393
*
```

---

[7]
Below is an isolated molecule of I2OS, with properties calculated with ωB97M-V/def2-TZVPD.

Computed properties:
- frontier orbital gap (eV) = 6.0548
- relative energy (zero: lowest compared OMol25 entry of this formula, charge and spin) (kcal per mole) = 77.40
- LUMO energy (eV) = -2.56

Structure (ORCA input):
```
! wB97M-V def2-TZVPD RIJCOSX def2/J DEFGRID3
* xyz 0 1
O 0.893 0.072 0.233
S -1.860 -0.100 -0.512
I -2.129 1.562 1.067
I 0.377 -1.045 -1.040
*
```

---

[8]
Below is an isolated molecule of INO2, with properties calculated with ωB97M-V/def2-TZVPD.

Computed properties:
- frontier orbital gap (alpha / beta) (eV) = 7.3164 / 7.9457
- relative energy (zero: lowest compared OMol25 entry of this formula, charge and spin) (kcal per mole) = 14.20
- LUMO energy (alpha / beta) (eV) = -2.39 / -2.07

Structure (ORCA input):
```
! wB97M-V def2-TZVPD RIJCOSX def2/J DEFGRID3
* xyz 0 1
O 0.587 -1.171 -1.189
N -0.257 -0.399 -0.950
O -0.519 0.441 -0.097
I 0.189 1.129 2.237
*
```

---

| no. | electronic energy (Ha) |
| --- | --- |
| 1 | -947.45762 |
| 2 | -1705.48282 |
| 3 | -1420.92516 |
| 4 | -1665.10620 |
| 5 | -1024.59961 |
| 6 | -4132.29194 |
| 7 | -1068.67101 |
| 8 | -502.77984 |